No. 1
{
  "formula": "BH22O9",
  "method": "ωB97M-V/def2-TZVPD",
  "elements": ["O", "O", "H", "H", "B", "H", "O", "H", "O", "O", "H", "H", "O", "H", "H", "H", "H", "H", "O", "H", "H", "H", "H", "O", "H", "H", "H", "H", "H", "H", "H", "O"],
  "positions_angstrom": [[2.114, 0.322, -3.453], [1.608, 2.418, -1.400], [-0.722, 2.800, -1.540], [2.030, 1.094, -2.875], [-0.191, 0.170, 0.360], [1.473, -0.876, -0.114], [0.638, 2.755, 1.807], [-2.787, -2.494, 0.370], [-1.566, 2.786, -1.072], [0.033, -2.682, 1.580], [-2.457, -1.328, 2.772], [-1.070, -2.337, -2.108], [-3.084, -1.606, 0.145], [2.165, 2.934, -0.809], [0.470, 0.458, -0.571], [0.179, 2.109, 1.237], [2.670, -1.683, 0.408], [0.463, 0.066, 1.345], [-1.827, -0.735, 3.192], [1.569, -0.363, -3.046], [-0.918, 1.069, 0.583], [0.588, -2.669, 2.364], [-1.601, -0.106, 2.496], [-0.296, -1.788, -2.258], [-0.707, -0.843, 0.067], [-1.482, 2.030, -0.467], [1.454, 1.590, -0.915], [1.316, 2.235, 2.246], [-2.284, -1.063, 0.247], [0.079, -1.769, 1.226], [-0.207, -1.271, -1.440], [2.350, -1.223, -0.373]],
  "atomic_forces_ev_per_a": [[-0.015, 0.082, -0.058], [0.191, -0.037, -0.079], [0.084, -0.018, 0.116], [0.021, -0.103, -0.079], [0.189, 0.390, 0.193], [0.768, -0.156, -0.126], [0.071, 0.071, -0.149], [0.077, 0.015, 0.015], [-0.169, 0.008, -0.026], [0.183, 0.029, -0.254], [0.038, -0.010, -0.088], [-0.049, 0.057, 0.009], [-0.070, -0.074, 0.155], [-0.076, 0.087, 0.010], [0.292, 0.118, -0.520], [0.210, 0.389, 0.364], [-0.064, -0.086, -0.019], [0.510, -0.325, 0.441], [-0.135, 0.110, 0.169], [0.023, -0.012, -0.013], [-0.925, 0.078, 0.214], [-0.126, 0.061, 0.095], [0.092, 0.015, 0.007], [0.131, 0.050, -0.039], [-0.569, -0.468, 0.064], [-0.035, 0.354, -0.434], [-0.069, 0.234, 0.001], [-0.055, -0.084, 0.014], [-0.204, -0.083, -0.134], [-0.135, -0.577, 0.434], [-0.107, -0.192, -0.377], [-0.075, 0.077, 0.093]],
  "homo_lumo_gap_ev": 10.51,
  "total_energy_ev": -19462.436,
  "relative_energy_kj_mol": 28.2,
  "molar_mass_g_mol": 177.0,
  "e_lumo_ha": 0.10360,
  "total_charge": -1,
  "max_force_ev_per_a": 1.0
}

No. 2
{
  "formula": "C8H10NP",
  "method": "ωB97M-V/def2-TZVPD",
  "elements": ["H", "H", "H", "N", "C", "C", "C", "H", "C", "H", "H", "H", "H", "C", "H", "C", "H", "P", "C", "C"],
  "positions_angstrom": [[2.075, -1.925, 2.569], [-0.632, 2.756, -2.941], [-0.618, 3.037, -0.317], [-0.542, 2.180, -0.810], [-0.502, 0.013, -1.226], [-0.719, -1.848, 0.488], [-0.513, 1.962, -2.174], [1.843, -0.249, 3.040], [-0.507, 0.972, -0.152], [-0.164, -2.781, 0.621], [0.104, 1.661, 1.842], [-0.287, 0.224, -3.502], [-1.754, -1.948, 0.810], [-0.153, 0.853, 1.145], [-0.434, -1.954, -1.763], [1.670, -0.970, 2.331], [2.344, -0.640, 1.477], [-0.203, -0.779, 1.953], [-0.465, 0.709, -2.497], [-0.542, -1.273, -0.894]],
  "atomic_forces_ev_per_a": [[-0.276, -0.884, 0.735], [0.377, -0.225, 1.104], [0.003, 0.643, -0.112], [-0.406, 0.623, -0.406], [-0.326, -2.002, 1.194], [0.805, 0.935, 0.371], [-0.602, 3.939, -1.299], [0.434, 1.428, 2.205], [1.227, 1.733, 0.836], [-0.458, -0.133, -0.177], [-0.307, 0.048, -0.745], [-0.610, 0.842, 1.442], [-0.226, -0.468, -0.638], [-0.434, -1.236, 0.744], [-0.079, -0.011, 0.824], [-0.178, -0.012, -3.991], [-1.024, -0.258, 0.527], [1.137, 0.177, 0.057], [0.807, -3.485, -1.352], [0.138, -1.654, -1.317]],
  "homo_lumo_gap_ev": 7.63,
  "total_energy_ev": -19234.950,
  "relative_energy_kj_mol": 85.5,
  "molar_mass_g_mol": 151.1,
  "e_lumo_ha": 0.02435,
  "smiles": "CP1C=c2[nH]ccc2=CC1",
  "max_force_ev_per_a": 4.2
}

No. 3
{
  "formula": "C12H18OS",
  "method": "ωB97M-V/def2-TZVPD",
  "elements": ["C", "H", "C", "C", "H", "C", "C", "H", "C", "C", "H", "H", "H", "H", "C", "H", "H", "H", "C", "H", "H", "C", "H", "H", "H", "O", "H", "H", "H", "C", "C", "S"],
  "positions_angstrom": [[-2.620, -0.612, 0.073], [-0.123, 1.965, -1.747], [-0.701, 0.773, 1.181], [-0.341, 0.083, -0.949], [-0.787, -1.659, -2.064], [-1.063, -0.404, 0.332], [3.196, -1.086, 0.424], [-3.279, -0.181, 0.892], [-1.006, 1.955, 0.289], [0.056, -0.915, -1.989], [0.508, -1.474, 1.504], [0.051, -0.421, -2.985], [-2.098, 2.357, 0.399], [-0.213, 2.670, 0.516], [1.394, 0.449, -0.120], [1.192, 0.299, 2.115], [-1.728, 1.432, -1.682], [-0.281, -2.498, 0.409], [0.807, 0.842, 1.261], [3.450, -0.376, 1.111], [3.845, -2.007, 0.386], [-0.848, 1.432, -1.125], [2.418, 1.315, -1.517], [-1.101, 0.757, 2.236], [-1.115, -1.906, 1.817], [2.086, 1.515, -0.641], [-2.805, -1.750, 0.023], [-2.975, -0.072, -0.811], [0.992, 1.894, 1.380], [-0.443, -1.666, 0.982], [2.086, -0.800, -0.251], [1.447, -1.911, -1.451]],
  "atomic_forces_ev_per_a": [[0.157, -0.757, 1.068], [-0.055, 0.482, 0.190], [-0.326, 0.217, 1.309], [3.836, -1.305, 2.871], [0.618, 0.496, -0.115], [0.057, -1.702, -0.523], [0.036, -2.206, -1.083], [0.997, -0.684, -0.545], [-2.629, 1.575, 0.264], [-2.660, -0.194, -0.707], [-0.345, 0.054, -0.496], [0.861, -0.438, 0.403], [2.113, -0.346, 0.091], [-0.989, 0.805, -0.309], [-4.492, 0.454, 0.243], [0.436, -0.195, 0.000], [-1.835, 0.166, -0.874], [-0.076, -2.004, -1.688], [0.733, -0.210, -0.204], [1.034, 1.690, 1.869], [-1.066, 1.072, -0.284], [1.529, 0.829, -1.184], [0.175, -0.243, -0.275], [-0.088, 0.239, -1.187], [-0.051, -0.307, -0.167], [-0.022, 0.978, -0.128], [-0.002, 1.898, -0.206], [0.184, -0.505, -0.123], [0.883, 0.234, 0.510], [-0.938, 2.085, 2.657], [1.445, -2.252, -0.674], [0.478, 0.073, -0.707]],
  "homo_lumo_gap_ev": 8.81,
  "total_energy_ev": -25616.055,
  "relative_energy_kj_mol": 12.8,
  "molar_mass_g_mol": 210.3,
  "e_lumo_ha": 0.02607,
  "max_force_ev_per_a": 5.0
}

No. 4
{
  "formula": "C24H48Br10O6",
  "method": "ωB97M-V/def2-TZVPD",
  "elements": ["Br", "O", "H", "H", "H", "O", "H", "H", "H", "H", "H", "H", "H", "H", "C", "O", "C", "H", "C", "H", "Br", "Br", "H", "H", "C", "H", "C", "C", "C", "O", "H", "H", "C", "C", "Br", "O", "H", "H", "H", "C", "H", "H", "Br", "O", "H", "Br", "C", "H", "H", "H", "C", "H", "C", "C", "C", "H", "C", "H", "C", "H", "C", "H", "C", "C", "H", "H", "H", "Br", "H", "H", "Br", "H", "H", "C", "H", "H", "C", "H", "H", "C", "H", "H", "H", "H", "H", "Br", "Br", "C"],
  "positions_angstrom": [[1.841, 1.854, -4.978], [-3.557, 2.076, 0.350], [2.503, -3.314, 0.807], [-0.137, 3.099, 5.682], [1.961, 6.775, -3.325], [1.774, 6.827, -0.826], [-3.641, 1.039, 3.109], [-2.128, 1.640, 2.390], [-0.787, -6.804, 3.960], [0.465, 1.674, 0.849], [3.482, -3.138, 3.662], [0.546, 4.716, -4.240], [2.528, 6.328, 1.028], [0.338, 5.341, 1.855], [-0.479, -3.068, 1.574], [-0.416, -5.205, 1.984], [-4.768, -0.057, 0.677], [-1.141, 2.003, 0.023], [-0.199, -4.411, 1.020], [-5.135, -0.682, 1.491], [-2.429, 0.462, -4.888], [0.259, 2.825, 3.252], [-1.371, -6.986, 1.459], [0.073, -2.429, 0.885], [1.568, 6.550, 0.561], [-5.548, 0.330, 0.021], [-3.739, -1.786, -3.640], [2.978, 6.852, -2.943], [3.231, -3.540, 1.586], [3.828, 5.773, -0.914], [-4.357, -0.858, 0.063], [-1.549, -2.872, 1.504], [2.675, -3.126, 2.929], [-3.737, 1.147, 1.027], [1.693, 5.212, 7.063], [-1.437, -0.359, -0.651], [-0.648, -4.879, -4.073], [1.319, -0.055, -1.691], [1.972, 5.109, 4.474], [1.175, 4.844, 5.169], [0.267, 5.389, 4.909], [-0.050, -8.156, 3.130], [0.888, -2.951, -3.393], [0.308, -4.612, -0.070], [-0.148, 5.314, 0.077], [3.466, -5.476, 1.499], [-2.960, 0.947, 2.262], [1.346, 4.527, 0.905], [3.452, 7.834, -2.974], [-4.243, -1.062, -3.000], [0.961, -0.624, -0.833], [0.400, -7.002, 1.195], [0.655, 5.365, 0.812], [-0.405, -6.658, 1.844], [-0.323, 0.127, -0.436], [1.623, -0.550, 0.030], [2.888, 6.347, -1.499], [0.903, -6.614, 3.422], [-2.396, -1.266, -3.821], [0.288, 2.036, -0.896], [0.101, 2.563, -4.238], [1.108, 7.412, 1.043], [0.329, 3.877, -3.579], [0.773, 3.384, 5.155], [-0.068, -2.979, 2.579], [0.215, -6.672, -2.628], [-1.873, -1.047, -2.890], [1.751, -6.426, -4.498], [-4.366, -1.859, -4.529], [4.150, -3.130, 1.166], [2.068, -1.247, 2.824], [-0.634, 2.557, -5.043], [3.692, 6.165, -3.398], [-0.061, -7.067, 3.191], [-2.478, -0.023, 2.376], [-0.132, 1.880, -3.421], [0.819, -5.796, -2.867], [0.737, -1.661, -1.083], [1.761, -3.651, 3.204], [-0.157, 1.537, -0.036], [-0.989, -4.490, -2.518], [1.572, -5.656, -2.092], [-1.885, -2.028, -4.410], [1.140, 3.624, -2.896], [1.602, 2.721, 5.402], [-3.758, -3.567, -2.685], [-1.225, 4.374, -2.421], [-0.116, -4.618, -3.158]],
  "atomic_forces_ev_per_a": [[-0.940, 0.500, 0.304], [-0.198, 2.801, -2.457], [-0.209, -0.230, 0.043], [0.336, 0.481, 0.225], [0.308, 0.457, -0.557], [0.550, -0.485, -1.366], [-0.022, 0.058, 0.191], [-0.415, 0.393, -0.207], [-0.049, 0.201, -0.139], [0.018, 0.031, -0.165], [-0.517, -0.146, 0.292], [-0.028, -0.151, 0.207], [0.090, 0.338, -0.028], [-0.694, 0.701, -0.118], [0.445, 1.138, -1.301], [-1.053, -3.494, 1.159], [0.639, 0.816, -0.517], [0.027, -0.018, 0.536], [1.407, 2.243, -1.578], [-0.272, 0.804, 0.520], [-0.277, -1.381, 0.668], [0.441, 0.380, 1.119], [-0.002, 0.072, 0.074], [-0.409, 0.602, 0.360], [0.115, -0.218, 0.730], [-0.307, 0.176, 0.453], [-2.369, 0.599, 1.201], [-0.129, -1.392, 1.298], [-0.950, -0.172, -1.320], [-2.829, 1.039, -1.593], [1.024, 0.366, -0.280], [0.065, 0.205, 0.239], [0.791, 0.727, -0.278], [-0.974, -4.761, 1.085], [-0.190, 0.071, -1.014], [1.271, 0.458, 0.570], [0.478, 0.417, -0.535], [0.480, -0.235, -0.041], [0.091, -0.191, 0.400], [-1.049, -0.568, 0.399], [0.306, 0.518, 0.335], [0.555, -0.181, 0.595], [-0.471, -0.626, -0.143], [-0.720, -0.709, 0.429], [0.091, -0.403, 0.309], [-0.008, 0.015, 0.208], [0.872, -0.304, 1.487], [-0.447, -0.731, -1.123], [-0.529, 0.125, 0.123], [-0.443, -0.495, 0.358], [-1.355, 0.525, 0.926], [-0.155, 0.405, -0.448], [1.232, -0.248, 0.409], [0.199, 1.235, -0.942], [-0.905, -1.679, -1.416], [0.438, -0.017, -0.307], [2.283, 0.488, 2.782], [0.075, -0.451, 0.261], [1.676, -0.230, -1.153], [0.525, 0.122, 0.075], [0.114, -0.527, -0.192], [0.319, 0.450, -0.547], [0.335, 0.109, 0.622], [0.347, -0.827, -1.238], [-0.547, 0.061, -0.121], [-0.032, 0.170, 0.217], [-0.106, 0.007, -0.177], [-0.089, 0.385, 0.368], [0.449, -0.449, -0.064], [0.140, 0.257, 0.993], [0.474, -0.024, 0.186], [0.277, -0.137, 0.214], [-0.335, -0.011, -0.383], [-0.155, -1.433, 1.307], [-0.398, -0.395, -0.365], [-0.261, -0.323, -0.568], [-0.488, -0.180, -0.036], [0.126, 0.269, -0.011], [0.527, -0.278, 0.038], [-0.579, 0.680, -0.182], [0.811, 0.212, 0.906], [-0.206, 0.239, -0.220], [0.736, 0.641, -0.138], [0.082, 0.967, 0.194], [-0.209, 0.052, 0.013], [0.093, 1.146, -0.625], [0.575, -0.278, -0.770], [0.082, -0.773, -0.765]],
  "homo_lumo_gap_ev": 9.68,
  "total_energy_ev": -738375.177,
  "relative_energy_kj_mol": 266.5,
  "molar_mass_g_mol": 1231.7,
  "e_lumo_ha": 0.00591,
  "smiles": "CCOC(C)=O.CCOC(C)=O.CC(C)=O.CC(C)=O.BrCCBr.BrCCBr.BrCCBr.BrCCBr.BrCCBr",
  "max_force_ev_per_a": 5.0
}

No. 5
{
  "formula": "C3H5NO2S",
  "method": "ωB97M-V/def2-TZVPD",
  "elements": ["O", "O", "H", "C", "H", "C", "S", "C", "H", "H", "N", "H"],
  "positions_angstrom": [[2.673, 0.049, 2.362], [1.598, 1.966, 1.702], [2.595, -2.118, 0.515], [2.169, 1.021, 2.067], [-0.101, 2.102, 0.124], [1.640, -1.812, 0.051], [-0.271, -0.098, -0.888], [-0.406, 1.680, -0.785], [0.001, 2.183, -1.635], [-1.562, 2.006, -0.862], [1.184, -0.403, -0.142], [1.140, -2.731, -0.206]],
  "atomic_forces_ev_per_a": [[1.437, -1.850, 1.098], [0.312, 0.281, 0.488], [-0.331, 1.564, -0.084], [-1.601, 1.659, -1.379], [0.769, 0.311, 1.231], [-1.763, 6.109, -0.732], [-0.382, -0.717, 0.027], [-3.424, 0.627, -1.092], [0.760, 0.181, -0.402], [2.311, -1.288, 0.220], [3.017, -7.161, 1.243], [-1.107, 0.283, -0.618]],
  "homo_lumo_gap_ev": [8.47, 8.47],
  "total_energy_ev": -19610.395,
  "relative_energy_kj_mol": 204.2,
  "molar_mass_g_mol": 119.1,
  "e_lumo_ha": [0.00573, 0.00568],
  "smiles": "C=NSC.O=C=O",
  "max_force_ev_per_a": 7.9
}

No. 6
{
  "formula": "C3H3O4",
  "method": "ωB97M-V/def2-TZVPD",
  "elements": ["C", "H", "O", "C", "H", "C", "O", "H", "O", "O"],
  "positions_angstrom": [[-1.272, 0.368, 0.996], [1.776, -0.711, -0.654], [-2.145, -0.108, 0.294], [0.948, -0.925, -0.126], [0.382, -1.742, -0.816], [0.084, 0.251, -0.024], [0.310, 1.118, -1.044], [1.133, -1.404, 0.747], [-1.110, 0.792, 2.137], [-0.105, 2.362, -1.510]],
  "atomic_forces_ev_per_a": [[2.641, 0.127, -0.581], [3.126, 0.823, -1.693], [-1.288, -0.344, 0.023], [-4.297, -1.773, -2.992], [0.977, 1.758, 1.537], [-1.953, 4.985, -1.793], [1.544, -4.007, 1.975], [0.518, -1.159, 2.840], [-0.304, -0.215, -0.536], [-0.964, -0.195, 1.221]],
  "homo_lumo_gap_ev": 8.04,
  "total_energy_ev": -11345.760,
  "relative_energy_kj_mol": 472.1,
  "molar_mass_g_mol": 103.1,
  "e_lumo_ha": 0.14065,
  "total_charge": -1,
  "max_force_ev_per_a": 5.6
}